--- 1 ---
7
Properties=species:S:1:pos:R:3:nbo_charge:R:1 method="wB97M-V/def2-TZVPD" charge=0 mol_weight_g_mol=129.011 homo_ev="-8.65 / -8.65"
C -0.1775 -0.3651 1.1152 -0.33
C -0.1153 0.1478 -0.8799 -0.35
S -0.1420 0.8266 2.1954 0.17
Cl -0.2074 1.8982 -0.9536 0.03
Cl 1.3900 -0.5934 -1.2114 0.03
H 0.2267 -1.4384 1.0151 0.22
H -0.9746 -0.4757 -1.2808 0.23



--- 2 ---
7
Properties=species:S:1:pos:R:3:nbo_charge:R:1 method="wB97M-V/def2-TZVPD" charge=0 smiles="S=CC(Cl)Cl" mol_weight_g_mol=129.011 homo_ev=-9.56
S -2.0730 -0.7349 -0.0181 0.15
C -0.7323 0.1099 0.4439 -0.37
C 0.4464 0.2303 -0.3145 -0.20
Cl 1.6011 1.4009 0.1275 0.09
Cl 1.3376 -1.6896 -0.0911 -0.21
H -0.9804 0.7205 1.3051 0.24
H 0.4007 -0.0371 -1.4528 0.29



The data favor 2; the next most stable structure lies 86.1 kJ/mol above it.



--- 1 ---
49
Properties=species:S:1:pos:R:3:nbo_charge:R:1 method="wB97M-V/def2-TZVPD" charge=0 smiles="C[C@@H](CCO)NC=O.O.O.O.O.O.O.O.O.O.O" mol_weight_g_mol=297.298 homo_ev=-9.78
C -1.8368 1.7442 1.2549 -0.61
C -0.9019 1.0170 0.3301 -0.04
C 0.1190 0.3033 1.1625 -0.52
C 1.1294 -0.3410 0.3023 -0.08
O 2.2709 0.5663 0.0574 -0.85
N -1.7123 0.1242 -0.5586 -0.64
C -2.4666 0.8310 -1.4076 0.54
O -3.3944 0.3898 -2.0845 -0.66
H -1.4030 2.3611 1.9762 0.22
H -2.3083 1.1232 1.8867 0.20
H -2.6527 2.3098 0.5578 0.19
H -0.2056 1.9318 -0.1607 0.21
H -0.3172 -0.3381 1.8973 0.22
H 0.7364 1.0877 1.7212 0.29
H 1.7051 -1.2268 0.7171 0.19
H 0.8131 -0.6332 -0.6960 0.18
H 2.6613 0.3982 -0.8792 0.51
H -1.9665 -0.8098 -0.3828 0.44
H -2.0668 1.8572 -1.5366 0.11
O -3.4779 -2.3732 -0.2194 -0.98
H -4.1723 -1.7861 0.1183 0.49
H -3.1575 -2.9759 0.4007 0.50
O 0.9579 4.1823 0.3192 -0.94
H 0.0231 4.5168 0.2720 0.47
H 0.9601 3.8487 -0.5895 0.48
O 1.9476 -0.0483 3.7251 -0.97
H 1.2817 0.6232 3.8850 0.51
H 2.5831 0.1890 2.9647 0.49
O 1.4484 -2.5513 2.7487 -0.98
H 1.7625 -1.6783 3.0901 0.50
H 2.3093 -3.0257 2.7327 0.46
O 2.7727 -0.6171 -2.2073 -0.99
H 3.0465 -1.4001 -1.6602 0.49
H 1.8583 -0.7595 -2.6461 0.53
O 2.0613 2.8813 -2.7180 -0.96
H 2.4343 2.4218 -1.9820 0.48
H 2.3972 2.5615 -3.5362 0.48
O -2.5375 -2.1245 -2.8107 -1.02
H -2.7699 -1.1964 -2.9404 0.49
H -3.0327 -2.4296 -2.0331 0.50
O 0.4628 -1.6339 -3.5460 -0.99
H -0.4481 -2.0490 -3.3836 0.53
H 0.5963 -1.8336 -4.4477 0.47
O 2.1517 2.0717 2.3677 -0.99
H 2.1323 2.9583 1.9116 0.51
H 2.5088 1.4405 1.7084 0.49
O -1.7145 -3.9356 1.0517 -0.95
H -1.7956 -4.3685 1.8940 0.47
H -0.7933 -3.6044 1.3725 0.50



--- 2 ---
49
Properties=species:S:1:pos:R:3:nbo_charge:R:1 method="wB97M-V/def2-TZVPD" charge=0 mol_weight_g_mol=297.298 homo_ev=-7.91
C 0.0862 -1.5518 2.1395 -0.65
C 1.0577 -1.6510 1.0361 -0.13
C 0.5176 -1.8234 -0.2363 -0.09
N 1.4986 -1.8224 -1.1741 -0.51
C 2.7312 -1.7919 -0.5868 -0.06
C 2.4738 -1.8394 0.8244 -0.32
H -0.7779 -2.2295 2.1152 0.22
H 0.3643 -1.9298 3.1548 0.22
H -0.2557 -0.5590 2.4393 0.20
H -0.4715 -2.2009 -0.3831 0.23
H 1.2930 -2.1321 -2.1005 0.43
H 3.6604 -1.8085 -1.1087 0.22
H 3.0980 -1.9156 1.6894 0.21
H -3.3292 2.1586 -0.4155 0.47
H -2.2750 3.2655 -0.7273 0.48
O -3.2059 3.0410 -0.7674 -0.95
H -0.5706 1.9511 1.0405 0.47
H 0.9264 2.3911 1.4247 0.52
O 0.0768 2.6645 1.0430 -1.01
H -0.3186 1.7580 -1.0005 0.48
H -0.7492 0.5959 -1.8559 0.48
O -0.6632 1.5619 -1.8858 -0.97
H 2.2470 0.4498 2.1340 0.49
H 3.0821 1.3696 1.2490 0.51
O 2.3960 1.4128 1.9374 -0.98
H 1.6711 2.1848 -4.1620 0.47
H 1.7477 1.6509 -2.7745 0.48
O 2.3238 1.8389 -3.5309 -0.96
H -2.2337 -3.5839 1.1481 0.47
H -2.9124 -4.4594 0.0532 0.47
O -2.2776 -4.4645 0.7706 -0.94
H -0.0154 -1.7346 -3.4939 0.49
H 0.9904 -2.5643 -4.4451 0.48
O 0.2591 -2.5990 -3.8273 -0.95
H 4.2203 1.6978 -1.3225 0.49
H 5.0338 1.2330 -0.2426 0.47
O 4.0928 1.2172 -0.4911 -0.95
H -2.7451 -0.1484 1.6921 0.52
H -3.6797 -0.5277 0.5005 0.47
O -2.7585 -0.4715 0.7714 -1.00
H -2.1044 1.9914 2.9999 0.51
H -1.6321 0.6504 3.5076 0.47
O -2.2557 1.0322 2.8833 -1.00
H -1.8933 -0.7411 -0.7992 0.51
H -2.9370 -1.3090 -1.8482 0.47
O -1.9860 -1.2105 -1.6830 -1.00
H -2.6895 4.0497 2.6650 0.48
H -1.2713 4.3039 2.7508 0.50
O -1.9108 3.6577 3.0862 -0.94



The data favor 2; the next most stable structure lies 95.3 kJ/mol above it.